(1)
The following is a quantum chemistry calculation of a 9-piece molecular cluster, H18O9 overall, from the Open Molecules 2025 dataset.

Element x y z (Å)
O 49.503 44.185 37.259
H 49.850 45.004 37.109
H 49.406 43.614 36.459
O 50.080 43.035 40.259
H 49.377 42.374 39.766
H 49.689 43.828 40.170
O 45.585 43.416 36.004
H 45.903 43.928 36.752
H 46.007 43.781 35.295
O 47.969 45.724 40.330
H 48.001 45.308 41.241
H 48.845 46.236 40.231
O 44.688 42.198 40.080
H 44.946 41.715 39.234
H 44.737 43.220 40.192
O 44.309 44.905 40.322
H 44.120 45.626 39.645
H 45.031 45.271 40.841
O 46.874 44.124 38.485
H 47.666 44.034 38.028
H 47.034 44.485 39.361
O 48.240 41.521 39.231
H 48.043 40.823 38.548
H 47.645 42.166 38.802
O 47.553 47.711 38.295
H 47.152 47.172 37.561
H 47.616 46.985 38.793

Computed properties:
ΔE to the lowest compared entry with this formula, charge and spin   4.173 eV
Gap between HOMO and LUMO   9.96 eV
F_max   6.039 eV/A
E_tot   -18717.9621 eV
Highest occupied orbital energy   -10.309 eV

=====

(2)
The following is a quantum chemistry calculation of a 9-piece molecular cluster, H18O9 overall, from the Open Molecules 2025 dataset.

Element x y z (Å)
O 2.738 -0.123 -0.803
H 3.482 -0.079 -1.403
H 2.401 -1.014 -0.904
O 0.192 -0.181 2.219
H 0.168 -0.557 3.098
H 1.012 -0.500 1.843
O -1.218 1.775 3.687
H -0.652 1.432 2.995
H -2.107 1.654 3.352
O -2.499 -2.194 1.403
H -2.905 -1.824 2.187
H -1.631 -1.792 1.370
O -0.703 2.972 -1.746
H 0.117 3.413 -1.969
H -0.465 2.048 -1.671
O 0.030 -1.951 -3.425
H -0.787 -2.213 -3.850
H 0.411 -1.302 -4.017
O 0.423 3.108 0.931
H 0.157 2.265 0.564
H -0.234 3.727 0.611
O -0.449 0.184 -0.409
H -0.298 -0.063 0.503
H -0.009 -0.496 -0.918
O 1.004 -2.490 -0.944
H 1.234 -3.418 -0.908
H 0.587 -2.379 -1.798

Computed properties:
ΔE to the lowest compared entry with this formula, charge and spin   2.106 eV
Gap between HOMO and LUMO   10.32 eV
F_max   0.825 eV/A
E_tot   -18720.0295 eV
Highest occupied orbital energy   -10.369 eV

=====

(3)
The following is a quantum chemistry calculation of a 9-piece molecular cluster, H18O9 overall, from the Open Molecules 2025 dataset.

Element x y z (Å)
O -0.250 -0.226 0.692
H 0.536 -0.407 0.254
H -0.666 -1.051 1.023
O -4.177 -3.091 -0.762
H -3.376 -2.945 -1.236
H -3.964 -2.679 0.123
O 1.710 -2.583 2.525
H 2.375 -2.947 1.812
H 2.236 -1.868 2.922
O 2.704 1.458 0.721
H 3.503 2.017 0.688
H 2.982 0.591 0.415
O 0.418 1.903 3.258
H 1.195 1.802 3.816
H -0.188 1.579 3.826
O 0.435 -0.182 -3.263
H -0.180 -0.197 -4.004
H 0.527 0.763 -3.070
O 0.541 1.392 0.347
H 1.247 1.708 -0.156
H -0.161 2.131 0.455
O -0.659 -1.198 -1.777
H -0.476 -2.198 -1.879
H -1.612 -1.134 -1.593
O -0.943 2.450 -1.837
H -0.894 2.130 -0.978
H -1.324 3.328 -1.645

Computed properties:
ΔE to the lowest compared entry with this formula, charge and spin   8.016 eV
Gap between HOMO and LUMO   9.06 eV
F_max   8.500 eV/A
E_tot   -18714.1197 eV
Highest occupied orbital energy   -8.897 eV

=====

(4)
The following is a quantum chemistry calculation of a 9-piece molecular cluster, H18O9 overall, from the Open Molecules 2025 dataset.

Element x y z (Å)
O -16.313 4.459 11.327
H -16.284 5.405 11.501
H -17.149 4.316 10.858
O -16.915 0.884 6.100
H -16.626 1.080 7.004
H -17.851 1.103 6.093
O -16.802 4.155 6.634
H -17.707 3.900 6.792
H -16.283 3.594 7.235
O -15.799 -0.585 8.846
H -15.170 -0.986 9.460
H -15.900 -1.235 8.137
O -16.530 2.187 8.730
H -17.150 2.843 9.121
H -16.576 1.434 9.335
O -19.884 0.870 9.297
H -19.081 0.648 9.809
H -20.616 0.610 9.863
O -17.609 0.180 10.760
H -17.546 -0.171 11.656
H -17.120 -0.455 10.201
O -18.374 4.262 9.324
H -18.615 5.195 9.337
H -19.127 3.817 8.911
O -13.551 2.198 9.030
H -14.515 2.146 9.125
H -13.291 1.334 8.699

Computed properties:
ΔE to the lowest compared entry with this formula, charge and spin   2.045 eV
Gap between HOMO and LUMO   10.30 eV
F_max   0.817 eV/A
E_tot   -18720.0902 eV
Highest occupied orbital energy   -10.450 eV

=====

(5)
The following is a quantum chemistry calculation of a 9-piece molecular cluster, H18O9 overall, from the Open Molecules 2025 dataset.

Element x y z (Å)
O -0.992 -0.536 0.919
H -1.255 -0.844 1.794
H -0.275 0.083 1.094
O -2.361 2.515 -0.818
H -1.622 1.897 -0.850
H -2.161 3.156 -1.510
O 3.932 -0.323 -0.084
H 4.665 -0.755 0.369
H 3.149 -0.759 0.269
O 1.423 -0.279 -1.422
H 1.347 -0.648 -0.535
H 1.439 -1.053 -1.997
O -3.659 -0.426 1.431
H -3.192 -0.302 2.265
H -4.562 -0.148 1.624
O -0.831 -2.948 -1.794
H -1.518 -3.622 -1.736
H -0.725 -2.643 -0.886
O -0.798 0.404 -1.206
H -0.066 0.504 -1.825
H -1.570 0.293 -1.771
O 1.550 -0.882 2.530
H 1.198 -1.002 1.641
H 0.869 -1.251 3.104
O 1.783 2.786 0.190
H 1.240 2.192 0.721
H 2.670 2.416 0.257

Computed properties:
ΔE to the lowest compared entry with this formula, charge and spin   3.896 eV
Gap between HOMO and LUMO   10.08 eV
F_max   1.790 eV/A
E_tot   -18718.2400 eV
Highest occupied orbital energy   -10.326 eV

=====

(6)
The following is a quantum chemistry calculation of a 9-piece molecular cluster, H18O9 overall, from the Open Molecules 2025 dataset.

Element x y z (Å)
O -2.414 3.953 -1.625
H -3.217 3.643 -2.044
H -2.464 4.907 -1.688
O 4.910 0.258 2.476
H 4.739 1.089 2.920
H 5.124 0.507 1.576
O -0.223 0.097 -0.082
H 0.542 -0.104 -0.621
H -0.517 0.954 -0.391
O -4.667 2.611 3.189
H -5.296 3.316 3.342
H -3.818 3.051 3.147
O 2.489 0.225 -3.694
H 2.422 1.109 -4.053
H 2.431 -0.350 -4.457
O -2.375 -4.968 1.653
H -2.915 -4.208 1.435
H -2.534 -5.116 2.585
O -3.573 -2.925 -3.721
H -4.132 -2.325 -4.216
H -3.223 -2.392 -3.007
O 6.365 1.407 -2.044
H 6.638 2.180 -2.538
H 5.497 1.196 -2.387
O -0.087 -2.737 5.104
H 0.720 -3.138 4.782
H -0.424 -2.240 4.359

Computed properties:
ΔE to the lowest compared entry with this formula, charge and spin   3.156 eV
Gap between HOMO and LUMO   11.47 eV
F_max   0.333 eV/A
E_tot   -18718.9793 eV
Highest occupied orbital energy   -11.270 eV

=====

(7)
The following is a quantum chemistry calculation of a 9-piece molecular cluster, H18O9 overall, from the Open Molecules 2025 dataset.

Element x y z (Å)
O -0.270 0.310 0.979
H 0.234 -0.493 0.800
H -0.571 0.596 0.109
O -4.906 2.682 -0.976
H -4.014 2.810 -1.319
H -5.462 3.200 -1.568
O -2.717 -2.397 1.735
H -1.818 -2.324 1.395
H -2.601 -2.526 2.683
O 3.141 1.217 -1.175
H 2.432 1.281 -0.525
H 3.910 0.954 -0.657
O 1.573 -1.801 -0.389
H 1.746 -1.798 0.559
H 2.169 -2.475 -0.734
O -3.185 -2.516 -0.725
H -2.787 -3.118 -1.364
H -4.110 -2.784 -0.694
O -0.233 3.080 0.479
H -1.155 3.355 0.422
H -0.089 2.932 1.420
O 2.910 -1.281 -2.037
H 2.601 -0.369 -2.082
H 3.663 -1.245 -1.437
O 3.426 0.765 1.941
H 3.860 1.488 2.407
H 4.085 0.061 1.937

Computed properties:
ΔE to the lowest compared entry with this formula, charge and spin   3.946 eV
Gap between HOMO and LUMO   9.78 eV
F_max   2.976 eV/A
E_tot   -18718.1897 eV
Highest occupied orbital energy   -9.763 eV

=====

(8)
The following is a quantum chemistry calculation of a 9-piece molecular cluster, H18O9 overall, from the Open Molecules 2025 dataset.

Element x y z (Å)
O -2.379 -1.594 -0.675
H -1.805 -0.894 -0.886
H -1.782 -2.261 -0.306
O 2.844 0.763 0.233
H 3.734 0.897 0.510
H 2.387 0.191 0.871
O 1.227 -3.151 -1.243
H 1.630 -2.297 -1.171
H 0.743 -3.000 -2.035
O 0.287 1.571 3.237
H -0.265 1.647 4.047
H -0.390 1.579 2.588
O -2.148 1.939 1.775
H -2.723 2.277 1.112
H -2.616 1.818 2.567
O -0.368 0.511 -0.660
H 0.448 0.302 -1.092
H -0.097 1.162 -0.037
O 1.855 -0.602 -1.731
H 2.294 -0.810 -2.530
H 2.389 -0.170 -1.065
O -2.780 1.136 -2.365
H -2.604 1.147 -3.250
H -1.968 1.353 -1.887
O 1.120 -1.104 1.326
H 0.411 -0.750 1.890
H 0.559 -1.648 0.776

Computed properties:
ΔE to the lowest compared entry with this formula, charge and spin   2.237 eV
Gap between HOMO and LUMO   10.90 eV
F_max   3.927 eV/A
E_tot   -18719.8983 eV
Highest occupied orbital energy   -10.684 eV

=====

(9)
The following is a quantum chemistry calculation of H18O9Xe as an isolated structure, from the Open Molecules 2025 dataset.

Element x y z (Å)
Xe 0.624 0.793 0.078
O 0.426 -2.508 -2.073
H -0.468 -2.735 -2.331
H 0.403 -2.493 -1.116
O 1.390 2.785 3.106
H 2.272 2.445 2.952
H 0.808 2.115 2.747
O -2.623 0.514 -2.036
H -3.193 -0.187 -1.720
H -2.719 1.211 -1.388
O 0.059 -2.665 0.546
H -0.427 -3.349 1.007
H 0.852 -2.542 1.066
O 1.636 -0.565 -3.612
H 1.290 -1.097 -2.896
H 0.873 -0.102 -3.958
O -1.369 -1.169 2.414
H -2.278 -1.453 2.509
H -1.043 -1.657 1.657
O -1.224 3.720 -2.469
H -1.471 3.686 -1.545
H -2.021 3.472 -2.939
O 4.031 -0.386 0.755
H 3.433 -1.124 0.873
H 4.477 -0.569 -0.072
O -0.915 1.404 2.987
H -1.619 1.951 2.637
H -1.204 0.506 2.822

Computed properties:
ΔE to the lowest compared entry with this formula, charge and spin   1.277 eV
Gap between HOMO and LUMO   9.75 eV
F_max   0.771 eV/A
E_tot   -27681.5832 eV
Highest occupied orbital energy   -10.347 eV

=====

(10)
The following is a quantum chemistry calculation of H18O9Xe as an isolated structure, from the Open Molecules 2025 dataset.

Element x y z (Å)
Xe -8.380 9.249 13.810
O -10.142 5.602 12.536
H -10.895 5.559 11.946
H -10.250 6.430 13.004
O -4.255 8.593 12.921
H -4.512 8.896 13.791
H -4.379 7.644 12.951
O -11.671 7.589 13.649
H -11.526 6.854 14.245
H -12.110 7.200 12.892
O -7.853 12.660 15.639
H -8.356 12.500 14.840
H -8.283 12.122 16.304
O -9.240 8.262 10.496
H -9.155 7.622 9.790
H -8.343 8.545 10.673
O -10.445 11.201 10.734
H -9.830 10.468 10.690
H -10.650 11.398 9.820
O -9.196 12.694 13.171
H -9.988 13.185 13.391
H -9.513 11.935 12.681
O -6.384 8.193 10.624
H -6.776 7.376 10.935
H -5.556 8.258 11.100
O -11.649 9.189 16.321
H -12.037 10.052 16.180
H -11.404 8.890 15.445

Computed properties:
ΔE to the lowest compared entry with this formula, charge and spin   0.924 eV
Gap between HOMO and LUMO   10.67 eV
F_max   0.766 eV/A
E_tot   -27681.9366 eV
Highest occupied orbital energy   -10.648 eV

=====

Which value of F_max does entry 5 give? 1.790 eV/A